The following is a quantum chemistry calculation of a single C13H13ClN2O2S3 molecule, from OMol25.

Summary:
SMILES string: CS/C(=N/S(=O)(=O)c1cccs1)Nc1cccc(Cl)c1C
Orbital gap, eV: 9.402
HOMO, eV: -8.88

Geometry as XYZ:
```
34
Properties=species:S:1:pos:R:3:forces:R:3:mulliken_charge:R:1
C 1.493 -1.830 -3.221 -0.3 0.3 0.2 -0.747
S 0.595 -0.300 -3.570 0.2 0.1 -0.2 -0.123
C 0.036 0.114 -1.947 -0.1 0.0 -0.6 0.269
N 0.435 -0.624 -0.991 0.2 -0.4 1.2 -0.254
S -0.205 -0.763 0.517 0.0 -0.6 -0.3 1.353
O -1.635 -0.648 0.496 0.0 -0.3 0.0 -0.682
O 0.542 -0.003 1.476 0.1 -0.2 0.0 -0.620
C 0.201 -2.471 0.739 0.2 0.4 0.0 0.017
C -0.643 -3.519 0.929 -0.1 0.4 0.0 -0.427
C 0.045 -4.748 1.040 0.2 -0.1 0.0 -0.484
C 1.392 -4.597 0.927 0.1 0.4 -0.1 -0.549
S 1.845 -2.953 0.687 -0.1 -0.5 0.1 -0.081
N -0.754 1.198 -1.918 -0.3 0.1 -0.3 -0.036
C -1.151 1.871 -0.735 -0.2 0.5 0.3 -0.054
C -2.506 1.978 -0.450 0.1 0.1 0.0 -0.558
C -2.919 2.600 0.710 0.0 0.0 -0.1 -0.517
C -1.981 3.113 1.588 0.1 0.0 0.0 -0.754
C -0.636 3.030 1.273 -0.4 -0.2 -0.2 0.860
Cl 0.506 3.690 2.377 0.2 0.2 0.3 -0.245
C -0.182 2.431 0.098 0.0 0.2 -0.2 0.413
C 1.276 2.412 -0.237 0.0 0.0 0.0 -1.718
H 0.798 -2.560 -2.819 0.1 -0.1 0.0 0.236
H 2.274 -1.617 -2.499 0.1 -0.1 0.0 0.230
H 1.912 -2.169 -4.163 0.0 0.0 -0.1 0.385
H -1.708 -3.396 0.987 -0.2 0.0 0.0 0.510
H -0.442 -5.693 1.197 0.0 -0.2 0.0 0.390
H 2.147 -5.356 0.973 0.2 -0.2 0.0 0.436
H -1.124 1.529 -2.799 0.1 -0.1 0.1 0.274
H -3.223 1.541 -1.128 -0.1 -0.1 0.0 0.433
H -3.970 2.669 0.943 -0.1 0.0 0.0 0.369
H -2.285 3.579 2.512 0.0 0.0 0.1 0.451
H 1.438 2.258 -1.301 0.0 0.0 0.0 0.305
H 1.759 1.604 0.314 0.1 0.1 0.0 0.304
H 1.738 3.351 0.063 0.0 0.0 -0.1 0.614
```
Positions in Å, forces in eV/Å.

=====

The following is a quantum chemistry calculation of a molecular structure, C23H49CeN3OP4, from OMol25.

Summary:
Energy above the lowest of the compared OMol25 structures with the same formula, charge and spin, kJ/mol: 0.00
Orbital gap (spin up / spin down), eV: 3.644 / 3.633
HOMO (spin up / spin down), eV: -18.58 / -18.58
Total charge: +4

Geometry as XYZ:
```
81
Properties=species:S:1:pos:R:3:forces:R:3:mulliken_charge:R:1
Ce 0.213 -0.028 -0.416 -1.7 1.6 0.5 -0.375
P -1.628 -2.224 -0.139 -1.4 -2.0 -0.1 1.056
P 2.423 -1.524 -0.228 2.0 -0.9 -0.2 1.033
P -0.548 -0.613 -3.152 -0.7 -0.2 -2.1 1.101
H -1.680 2.985 0.211 -0.5 -0.2 -0.1 0.347
C -2.281 2.434 -0.530 0.0 -0.7 0.1 -0.542
C -3.126 1.419 -0.214 1.2 0.0 -0.3 -0.533
H -3.246 1.057 0.811 0.0 0.3 -0.2 0.280
C -2.318 -2.989 1.379 0.2 0.4 0.6 -1.454
C -0.659 -3.675 -0.704 0.5 0.3 -0.2 -1.073
C -3.156 -2.385 -1.147 0.0 0.6 -0.4 -1.181
C 3.824 -0.351 -0.357 -0.4 0.6 0.2 -1.334
C 2.797 -2.432 1.293 -0.5 0.1 0.2 -1.023
C 2.789 -2.715 -1.556 -0.4 -0.1 -0.1 -1.225
C -2.160 0.045 -3.738 -0.3 0.4 0.6 -1.271
C -0.702 -2.273 -3.930 0.4 -0.3 0.5 -1.470
C 0.605 0.180 -4.345 0.6 0.3 0.6 -1.262
H -2.196 2.828 -1.548 -0.2 -0.2 0.2 0.397
H -3.689 0.862 -0.974 0.0 0.6 0.3 0.400
H -3.067 -2.336 1.839 0.1 -0.2 -0.1 0.405
H -1.522 -3.181 2.101 -0.2 -0.1 0.0 0.388
H -2.797 -3.947 1.117 0.3 0.4 -0.1 0.643
H 0.197 -3.841 -0.040 -0.2 -0.1 0.0 0.402
H -0.288 -3.550 -1.725 -0.1 -0.1 0.2 0.056
H -1.317 -4.552 -0.674 0.1 0.1 0.0 0.554
H -3.868 -1.610 -0.839 0.0 -0.2 -0.1 0.359
H -3.597 -3.379 -0.966 0.2 0.4 0.0 0.505
H -2.961 -2.270 -2.217 -0.1 0.0 0.3 0.155
H 4.686 -0.991 -0.155 0.2 0.3 -0.1 0.599
H 3.785 0.465 0.390 0.1 -0.5 -0.2 0.396
H 3.896 0.103 -1.351 0.0 -0.2 0.1 0.395
H 3.886 -2.594 1.276 -0.3 -0.1 0.2 0.488
H 2.241 -3.378 1.282 0.3 0.2 0.2 0.421
H 2.506 -1.838 2.172 0.3 -0.3 -0.1 0.275
H 3.843 -2.995 -1.406 -0.3 0.0 -0.2 0.483
H 2.642 -2.285 -2.557 0.2 -0.1 0.3 0.340
H 2.139 -3.596 -1.451 0.4 0.2 0.0 0.387
H -2.014 0.435 -4.755 0.0 -0.1 0.3 0.453
H -2.536 0.839 -3.083 0.0 -0.1 -0.3 0.209
H -2.901 -0.763 -3.774 0.2 0.2 0.0 0.521
H -0.805 -2.112 -5.016 0.0 0.0 0.4 0.502
H -1.590 -2.796 -3.550 0.4 0.1 -0.2 0.468
H 0.203 -2.866 -3.736 -0.3 0.0 -0.3 0.391
H 0.272 -0.120 -5.350 0.2 0.1 0.3 0.572
H 1.634 -0.171 -4.168 -0.3 0.0 -0.2 0.386
H 0.621 1.281 -4.248 -0.1 -0.5 -0.1 0.301
C 1.863 2.885 -2.219 0.9 1.1 -1.2 0.538
C 3.229 3.118 -2.093 -0.1 -0.6 -0.5 -0.592
C 3.883 3.838 -3.113 0.1 -0.3 0.5 -0.692
C 3.184 4.362 -4.186 -0.4 0.0 0.2 -0.697
C 1.795 4.220 -4.194 -0.2 0.3 -0.4 -0.398
C 1.108 3.536 -3.193 0.3 -0.7 0.0 -0.597
O 1.220 1.947 -1.322 -0.8 0.7 2.2 0.144
H 1.025 2.518 -0.515 0.3 -0.5 -1.0 0.361
H 3.783 2.663 -1.273 0.0 0.2 -0.2 0.500
H 4.961 3.934 -3.089 0.0 0.1 0.2 0.434
H 3.693 4.907 -4.989 -0.2 -0.3 0.3 0.468
H 1.234 4.635 -5.033 0.0 0.0 0.4 0.429
H 0.030 3.448 -3.222 -0.1 0.0 -0.1 0.504
C -2.442 0.965 5.119 0.3 0.1 -0.2 -0.921
N -1.809 -0.365 4.992 0.4 0.6 -0.7 0.214
C -0.542 -0.384 5.742 0.3 0.3 -0.1 -0.947
N 0.397 0.663 5.261 -0.9 0.2 -0.7 0.169
C -0.275 1.992 5.374 0.1 -0.2 -0.1 -0.871
N -1.550 2.041 4.622 0.5 -0.9 -0.5 0.217
C -1.330 1.975 3.172 -0.4 0.9 0.1 -1.283
P -0.519 0.378 2.609 0.4 0.3 0.6 1.933
C -1.630 -0.752 3.594 -0.7 -0.9 0.4 -1.357
C 0.872 0.411 3.906 0.7 -0.1 0.3 -1.288
H -2.636 1.157 6.186 -0.1 -0.1 -0.4 0.311
H -3.379 0.980 4.546 0.2 0.0 0.3 0.354
H -0.060 -1.365 5.625 -0.2 0.2 0.2 0.350
H -0.757 -0.174 6.806 0.1 -0.3 -0.5 0.322
H 0.407 2.764 4.978 -0.3 -0.2 0.3 0.379
H -0.499 2.164 6.441 0.2 0.1 -0.5 0.345
H -2.286 2.068 2.636 0.2 0.1 0.3 0.471
H -0.685 2.814 2.866 -0.2 -0.2 0.1 0.435
H -1.201 -1.765 3.558 -0.2 0.3 0.1 0.526
H -2.610 -0.766 3.096 0.2 0.0 0.3 0.371
H 1.590 1.192 3.617 -0.1 -0.2 0.1 0.495
H 1.391 -0.560 3.865 -0.1 0.3 0.1 0.447
```
Positions in Å, forces in eV/Å.

=====

The following is a quantum chemistry calculation of a single C4H11NOS molecule, from OMol25.

Summary:
Energy above the lowest of the compared OMol25 structures with the same formula, charge and spin, kJ/mol: 115.47
SMILES string: CC(C)(C)OSN
Orbital gap, eV: 9.140
HOMO, eV: -8.30

Geometry as XYZ:
```
18
Properties=species:S:1:pos:R:3:forces:R:3:mulliken_charge:R:1
C -1.008 0.681 -0.175 0.2 -0.1 -0.1 -1.577
C 0.059 -0.400 -0.195 1.2 1.1 0.2 1.601
C 0.118 -1.124 -1.525 0.1 0.2 0.2 -1.599
C -0.054 -1.339 0.990 0.2 0.2 -0.2 -1.576
O 1.453 0.331 -0.112 -1.5 -1.5 -0.5 -0.360
S 1.765 1.286 1.146 0.0 0.6 0.1 0.025
N 1.479 2.827 0.510 0.1 -0.2 0.4 -0.480
H -0.922 1.270 0.737 -0.1 0.0 0.1 0.325
H -0.887 1.343 -1.030 0.0 0.0 0.0 0.407
H -1.998 0.233 -0.207 -0.1 -0.1 0.0 0.430
H 0.864 -1.913 -1.503 0.1 -0.1 0.0 0.382
H 0.371 -0.425 -2.317 0.0 0.1 -0.1 0.388
H -0.854 -1.564 -1.741 -0.1 -0.1 0.0 0.384
H 0.773 -2.045 0.995 0.1 -0.1 0.0 0.383
H -0.036 -0.776 1.921 0.0 0.0 0.1 0.399
H -0.990 -1.889 0.929 -0.1 -0.1 0.0 0.383
H 0.775 3.360 1.001 -0.1 0.0 -0.1 0.240
H 2.325 3.362 0.382 0.0 0.0 -0.1 0.245
```
Positions in Å, forces in eV/Å.

=====

The following is a quantum chemistry calculation of a single C3H7NS2 molecule, from OMol25.

Summary:
<S²>: 2.0088
Energy above the lowest of the compared OMol25 structures with the same formula, charge and spin, kJ/mol: 75.95
Orbital gap (spin up / spin down), eV: 6.172 / 7.079
Multiplicity: 3
HOMO (spin up / spin down), eV: -5.41 / -8.58

Geometry as XYZ:
```
13
Properties=species:S:1:pos:R:3:forces:R:3:mulliken_charge:R:1
C 1.255 -0.672 0.687 -0.4 2.1 -1.2 -0.505
C 1.641 0.613 -0.123 -1.0 -1.3 -2.2 -0.507
C -2.265 0.147 -0.481 0.4 1.3 0.1 -0.808
N -0.151 -0.886 0.608 -0.3 0.3 0.6 -0.245
S 0.471 2.012 0.240 3.4 1.4 -0.5 -0.291
S -1.001 0.521 0.847 -4.3 -2.8 -0.1 0.122
H 1.599 -1.576 0.240 1.4 -0.5 0.1 0.356
H 1.581 -0.382 1.679 0.1 -0.8 0.7 0.324
H 2.652 0.871 0.135 0.4 0.4 -0.1 0.365
H 1.554 0.356 -1.253 0.4 0.6 1.8 0.273
H -1.712 0.073 -1.425 -0.2 0.3 0.3 0.247
H -2.919 1.009 -0.414 0.3 0.7 -0.5 0.300
H -3.007 -0.605 -0.459 -0.2 -1.7 0.8 0.368
```
Positions in Å, forces in eV/Å.

=====

The following is a quantum chemistry calculation of 4 unconnected molecules or ions with the total composition C6H21NO4, from OMol25.

Summary:
<S²>: 0.7548
Energy above the lowest of the compared OMol25 structures with the same formula, charge and spin, kJ/mol: 149.51
Orbital gap (spin up / spin down), eV: 10.077 / 5.675
Multiplicity: 2
HOMO (spin up / spin down), eV: -12.99 / -12.99
Total charge: +1

Geometry as XYZ:
```
32
Properties=species:S:1:pos:R:3:forces:R:3:mulliken_charge:R:1
C -1.827 0.346 -1.612 -1.1 0.5 1.4 -0.386
O -2.719 1.083 -2.428 -0.2 -0.4 -1.7 -0.572
C -0.463 1.070 -1.475 -2.2 -0.1 0.1 0.032
C 0.795 0.392 -1.912 2.7 0.9 0.5 -1.016
C 1.045 -1.108 -1.576 0.5 1.1 -0.3 -0.413
C 1.072 -1.628 -0.045 0.3 -0.2 -1.3 -0.847
N 1.055 -0.640 1.001 0.2 -2.2 0.3 0.364
C 2.313 -0.671 1.770 -1.9 -0.8 1.2 -1.022
H -2.373 0.422 -0.651 0.7 -0.2 -0.3 0.054
H -1.850 -0.716 -1.835 0.4 -0.2 -0.4 0.431
H -2.776 0.718 -3.340 0.2 0.4 1.0 0.325
H -0.385 1.389 -0.439 0.1 -0.2 0.3 -0.089
H -0.792 1.988 -1.987 1.2 0.0 -0.2 0.465
H 1.150 0.668 -2.921 -0.9 -1.0 -0.2 0.459
H 1.629 0.969 -1.436 -0.5 -0.4 0.3 0.311
H 2.078 -1.355 -1.846 -0.5 0.1 -0.7 0.387
H 0.336 -1.701 -2.158 0.2 -0.3 0.3 0.408
H 0.232 -2.335 -0.063 0.4 0.4 0.9 0.157
H 2.029 -2.199 0.055 -1.0 0.4 -0.1 0.508
H 0.131 -0.524 1.498 0.8 0.4 -0.6 0.414
H 2.383 0.122 2.500 0.4 0.5 -0.4 0.400
H 2.080 -1.520 2.508 0.8 0.4 -1.1 0.381
H 3.153 -0.824 1.101 0.1 0.0 0.3 0.364
H 0.766 1.483 3.446 0.2 0.2 -0.5 0.291
H 1.217 1.406 1.911 0.4 0.6 0.4 0.342
O 0.481 1.465 2.517 -0.3 0.1 0.6 -0.621
H -1.910 -0.512 1.162 0.1 0.3 -1.4 0.247
H -1.401 -1.912 0.228 -0.5 1.2 -0.9 0.278
O -1.736 -1.445 0.981 0.0 -1.0 2.6 -0.661
H -1.222 2.217 1.685 0.0 -1.0 0.0 0.287
H -2.659 1.905 1.758 -0.7 -0.3 -0.1 0.248
O -1.828 1.452 1.605 -0.1 1.1 -0.1 -0.523
```
Positions in Å, forces in eV/Å.

=====

The following is a quantum chemistry calculation of a molecular structure, C3H4ClN2O4PtS3Sb, from OMol25.

Summary:
<S²>: 3.7685
Energy above the lowest of the compared OMol25 structures with the same formula, charge and spin, kJ/mol: 7.10
Orbital gap (spin up / spin down), eV: 6.665 / 6.231
Multiplicity: 4
HOMO (spin up / spin down), eV: -4.40 / -5.11
Total charge: -1

Geometry as XYZ:
```
19
Properties=species:S:1:pos:R:3:forces:R:3:mulliken_charge:R:1
Pt -0.774 0.994 -0.384 -0.3 0.1 -0.3 1.046
S -4.643 3.933 0.056 -0.1 0.1 0.0 -0.585
Sb -3.258 2.513 1.125 -0.3 0.1 0.3 0.631
S -3.059 0.354 0.207 0.0 -0.3 -0.2 -0.619
S -0.949 2.978 0.864 0.4 0.0 -0.1 -0.584
N 1.192 -1.469 2.423 0.0 0.0 0.0 -0.043
C 1.574 -2.188 1.310 0.0 0.0 0.0 -0.546
C 1.000 -1.565 0.249 -0.1 0.0 0.0 -0.220
N 0.270 -0.495 0.710 0.3 -0.1 0.0 -0.356
C 0.409 -0.453 2.013 -0.1 0.0 -0.1 -0.279
H 1.452 -1.659 3.373 0.0 0.0 0.0 0.179
H 2.208 -3.053 1.378 0.0 0.0 0.0 0.389
H 1.055 -1.782 -0.803 0.0 0.0 0.0 0.439
H -0.042 0.285 2.655 0.0 0.0 0.0 0.421
O 0.369 1.692 -3.345 -0.1 0.0 -0.1 -0.583
Cl 0.734 0.338 -3.059 -0.4 -0.3 0.4 1.660
O 1.057 -0.387 -4.248 0.0 0.0 0.0 -0.681
O 1.834 0.313 -2.121 0.0 -0.1 -0.1 -0.589
O -0.430 -0.347 -2.402 0.5 0.5 0.1 -0.680
```
Positions in Å, forces in eV/Å.

=====

The following is a quantum chemistry calculation of 2 unconnected molecules or ions with the total composition CH8NS, from OMol25.

Summary:
Energy above the lowest of the compared OMol25 structures with the same formula, charge and spin, kJ/mol: 98.64
Orbital gap, eV: 9.288
HOMO, eV: -13.43
Total charge: +1

Geometry as XYZ:
```
11
Properties=species:S:1:pos:R:3:forces:R:3:mulliken_charge:R:1
N 0.071 -1.578 -1.622 4.4 2.4 0.8 -0.439
H 0.271 -2.489 -1.212 0.1 0.1 0.2 0.369
H 0.966 -1.196 -2.207 -2.9 -1.3 1.5 0.464
H -0.130 -0.806 -0.908 1.3 -0.9 0.1 0.162
H -0.769 -1.580 -2.078 -2.5 -0.5 -2.6 0.361
C -0.581 1.294 1.536 1.9 -0.8 1.0 -0.673
S 0.633 1.086 0.114 1.0 0.1 2.1 -0.318
H -0.650 2.359 1.526 -1.3 0.5 0.1 0.308
H -0.114 1.056 2.588 -0.9 -0.1 -2.3 0.299
H -1.420 0.647 1.261 -0.1 0.8 0.6 0.246
H 1.724 1.206 1.002 -0.9 -0.4 -1.4 0.222
```
Positions in Å, forces in eV/Å.

=====

The following is a quantum chemistry calculation of 2 unconnected molecules or ions with the total composition C8H8FN5O, from OMol25.

Summary:
Energy above the lowest of the compared OMol25 structures with the same formula, charge and spin, kJ/mol: 0.00
Orbital gap (spin up / spin down), eV: 6.559 / 6.434
HOMO (spin up / spin down), eV: -9.51 / -9.58

Geometry as XYZ:
```
23
Properties=species:S:1:pos:R:3:forces:R:3:mulliken_charge:R:1
C -0.164 1.324 -1.250 0.5 -0.9 1.2 -0.106
C -0.819 1.505 -2.491 -0.6 -0.6 -0.9 -0.281
C -0.338 0.114 -0.627 0.1 1.0 -0.6 0.539
C -1.285 -0.826 -1.159 -0.4 -0.4 0.4 0.305
C -1.869 -0.584 -2.527 0.1 -0.7 0.7 0.315
C -0.435 -1.237 1.319 -0.3 -0.3 0.4 0.673
C 0.013 -1.489 2.703 0.1 0.1 0.3 -0.985
C 2.345 0.786 0.415 0.6 0.6 -0.8 -0.902
N -1.558 0.633 -3.085 -0.2 1.2 -1.2 -0.569
N -1.788 -1.786 -0.441 -0.3 0.5 -2.2 -0.370
N -1.382 -1.938 0.801 0.6 -0.4 2.1 -0.455
N 0.233 -0.240 0.602 0.4 0.2 -0.3 0.880
N 1.255 0.300 1.177 -1.4 0.5 0.8 -0.977
O -2.581 -1.390 -3.069 0.2 0.2 0.1 -0.493
F 0.242 2.173 1.581 0.9 -1.3 -0.4 -0.554
H 0.418 2.122 -0.824 0.0 0.0 0.2 0.573
H -0.668 2.435 -3.023 0.0 0.2 0.0 0.421
H 0.001 -0.551 3.257 0.0 0.0 0.1 0.304
H 1.039 -1.860 2.716 0.0 0.0 0.0 0.260
H -0.647 -2.217 3.167 0.0 0.0 -0.1 0.362
H 2.215 0.727 -0.671 0.0 0.1 0.2 0.436
H 2.561 1.813 0.715 -0.1 -0.1 0.0 0.282
H 3.211 0.184 0.715 -0.1 0.0 0.0 0.340
```
Positions in Å, forces in eV/Å.